62
Properties=species:S:1:pos:R:3:mulliken_charge:R:1 method="wB97M-V/def2-TZVPD" multiplicity=2 total_charge=-2 e_above_lowest_kj_mol=165.2 e_tot_ha=-3529.12144 s2=0.75 max_force_ev_per_a=0.561
C 1.93 0.64 -1.71 0.550
N -0.07 1.94 -1.34 0.750
P 0.37 -3.28 -2.58 1.488
C -3.97 -0.73 0.50 -0.783
H 0.17 0.54 -2.88 0.459
C -4.94 1.46 3.11 -0.534
Ti -0.24 -0.69 -0.04 0.803
F 1.97 -3.40 -2.49 -0.399
H -3.66 3.06 3.83 0.342
B 1.74 -0.82 2.97 0.285
F 1.98 -2.13 3.35 -0.363
O -3.33 0.76 -2.34 -0.816
C 1.20 3.20 0.50 -0.579
F 0.99 -0.15 3.94 -0.355
F 0.37 -4.04 -4.01 -0.363
H -2.04 -5.41 0.60 0.201
H -0.25 3.98 -0.91 0.498
H 0.67 3.91 1.14 0.346
H -4.52 -1.65 0.71 0.294
N -3.65 -0.08 1.76 0.645
O -1.56 -0.33 -1.52 -0.227
C -2.15 -4.51 1.22 -0.889
C 0.52 3.20 -0.90 -1.061
H -4.36 -0.53 3.66 0.320
H -1.32 3.16 3.66 0.354
C -2.51 0.66 1.91 -0.066
H -3.22 -4.34 1.42 0.239
H -3.49 1.54 4.69 0.350
F 0.41 -2.48 -1.09 -0.710
N -2.51 1.66 2.85 0.392
F 2.92 -0.14 2.68 -0.377
C -4.69 0.01 2.76 -0.919
O 1.19 1.99 1.20 -0.394
H -1.64 -4.64 2.17 0.300
F -1.22 -3.12 -2.62 -0.362
H 1.08 2.05 -3.13 0.392
H -5.57 -0.50 2.38 0.400
H -5.74 1.57 3.84 0.367
O 1.59 -0.14 -0.75 -0.821
H -0.45 1.99 2.62 -0.153
O -1.50 0.49 1.22 0.385
H -5.21 2.02 2.21 0.297
H 1.27 3.51 -1.64 0.375
O -1.68 -2.21 2.32 -0.642
H -3.07 -1.01 -0.04 -0.065
F 0.94 -0.85 1.73 0.279
H -0.92 1.52 4.24 0.328
F 0.53 -1.84 -3.32 -0.354
F 0.23 -4.67 -1.79 -0.397
C -1.47 2.07 -1.70 -0.937
H -4.57 -0.09 -0.15 0.298
H -1.63 2.66 -2.62 0.348
C -1.33 -2.29 1.15 0.386
O -1.60 -3.45 0.47 0.041
O 3.08 0.89 -2.06 -0.790
H 1.72 1.31 0.77 0.196
C -3.64 1.98 3.69 -0.728
H 2.23 3.58 0.38 0.287
C -1.22 2.11 3.37 -0.774
C -2.19 0.73 -1.89 0.377
C 0.74 1.32 -2.39 -0.863
H -1.99 2.57 -0.89 0.351